[1]
Molecular formula: C10H16F4N2O5
Method: DFT, the ωB97M-V functional and the def2-TZVPD basis

Computed properties:
* SMILES string: CCCNN(CCC(F)(F)F)C(=O)O.O=C1OC[C@@H](F)O1
* net charge: 0
* HOMO level: -9.18 eV
* spin multiplicity: 1
* lowest unoccupied orbital energy: 0.3 eV
* gap between HOMO and LUMO: 9.5 eV

XYZ file:
```
37
Properties=species:S:1:pos:R:3:forces:R:3
O 4.8413 -0.5090 -1.3951 -0.134 0.003 -0.122
H -1.9806 0.0505 -2.0815 -0.128 -0.099 -0.231
C -4.0635 -0.2387 0.3350 -0.603 0.334 0.165
H -4.1366 -1.5157 -1.0559 -0.421 -0.376 -0.187
O 6.5315 -1.9916 -1.4770 0.246 -0.083 0.057
O 4.9571 -1.9504 -3.0937 -0.218 -0.100 0.195
H 4.1490 0.6930 -2.9337 -0.002 -0.078 -0.114
O -4.9060 -0.4702 1.1585 0.150 0.169 -0.094
N -2.8839 0.4524 0.5718 -0.111 -0.615 0.208
H -0.8787 -0.1876 0.7356 -0.044 0.098 0.390
H -1.9212 -1.3340 -0.0556 0.031 -0.255 0.076
F 0.2258 -0.2443 -3.0403 0.094 -0.056 1.032
F 3.3129 -1.1430 -4.4199 0.068 -0.020 0.046
H 0.4562 0.0873 2.8121 0.301 -0.033 0.018
C 0.1206 -0.0421 -1.6916 0.369 0.254 -0.635
C 5.5498 -1.5281 -1.9387 -0.083 0.148 -0.091
H 0.0864 -0.0746 4.5506 0.342 0.030 0.141
C 3.8061 -0.1383 -2.3156 -0.102 0.131 0.204
C -1.0246 1.4849 3.5479 -0.077 -0.677 -0.056
H -1.7618 1.4684 4.3459 -0.160 0.247 0.195
F 0.6016 -1.1534 -1.0643 -0.237 0.607 -0.527
H -1.3229 1.3957 -1.1636 0.002 0.295 -0.252
H -3.6230 1.0444 2.3092 -0.374 -0.272 -0.059
H -0.3171 2.2796 3.7515 0.074 0.291 0.048
F 0.9973 0.9756 -1.4009 -0.582 -0.675 0.011
N -2.7362 0.6938 1.9824 0.729 0.145 0.028
H -1.0321 -0.6538 3.3607 -0.182 -0.159 -0.104
H -1.0220 1.8352 1.4274 0.082 -0.171 -0.250
O -4.2250 -0.5623 -0.9924 0.761 0.143 0.118
H 2.9465 -2.1231 -2.7190 -0.074 0.004 -0.106
C -0.3211 0.1357 3.5705 -0.191 0.067 -0.146
C 3.6522 -1.4004 -3.1323 0.166 0.056 -0.194
C -1.2937 0.3224 -1.2964 0.329 -0.113 0.554
H 2.9011 0.1507 -1.7871 0.329 -0.122 0.081
C -1.7062 -0.2759 0.0477 -0.128 0.312 -0.703
C -1.7427 1.7500 2.2327 -0.181 0.313 0.520
H -2.2365 2.7171 2.3149 -0.043 0.258 -0.218
```
Positions in Å, forces in eV/Å.



[2]
Molecular formula: C10H16N2O2S
Method: DFT, the ωB97M-V functional and the def2-TZVPD basis

Computed properties:
* net charge: 0
* HOMO level: -9.70 eV
* spin multiplicity: 1
* lowest unoccupied orbital energy: 0.5 eV
* gap between HOMO and LUMO: 10.2 eV

XYZ file:
```
31
Properties=species:S:1:pos:R:3:forces:R:3
H 1.2002 1.0469 -3.2538 -0.227 0.339 -0.476
H -0.2933 -2.6568 -0.2811 0.395 -0.400 1.345
H 1.2312 -2.0064 3.6732 1.513 -0.467 -0.154
H -0.3195 2.7902 -2.1042 0.907 3.157 -1.041
O -0.6754 -0.9305 -3.0438 -0.378 -0.107 1.908
H -2.2468 0.1178 0.8065 1.220 -0.639 1.195
C -1.5526 -0.5097 2.8731 -2.476 -0.325 1.448
H 2.1897 2.0920 -2.2042 0.162 -0.374 -0.201
H -1.1869 1.4687 -2.4701 -1.405 -1.952 -2.829
H 2.0301 2.5738 -0.3202 -1.824 -1.396 0.983
S -0.9344 -1.0549 -1.6028 -0.720 -1.485 -2.491
H 0.4647 2.1692 0.7707 1.966 -0.839 -1.077
C -1.4229 -0.2862 1.4730 -1.643 1.290 1.111
H 1.5936 -1.4091 0.9812 1.623 -0.793 -0.044
C 0.5094 1.1531 -1.2248 1.387 0.844 1.404
C 1.2834 1.7329 0.0416 -3.283 5.041 -1.735
O -2.2764 -0.8535 -1.1081 0.631 1.206 -0.370
C 0.8106 -1.2314 1.6551 -0.324 1.062 -0.261
N 0.2809 -0.2394 -0.8534 -1.953 -1.820 4.143
H -0.1903 -3.1931 -1.8044 0.697 -0.190 -0.826
C -0.6987 1.9336 -1.7261 -1.144 -0.356 5.197
C 1.6238 1.1627 -2.2649 -2.923 2.929 -1.589
H -2.5853 -0.3996 3.4336 2.127 0.164 -1.509
H 1.8528 1.0126 0.4537 1.745 -2.453 1.579
H 2.1164 0.3112 -2.1731 3.059 -3.450 0.829
N -0.7292 -2.6582 -1.1663 -0.225 0.921 -0.406
H -1.5772 2.1574 -0.9603 2.146 -0.343 -1.071
C -0.1714 -0.5226 1.0275 0.451 0.013 -4.280
C 0.6367 -1.4497 2.9988 -0.178 -0.483 0.305
H -0.4430 -1.2518 4.7347 -1.146 0.348 -0.948
C -0.5202 -1.0690 3.6388 -0.182 0.560 -0.135
```
Positions in Å, forces in eV/Å.